[1]
The following is a quantum chemistry calculation of C10H11NO in the gas phase at a distorted geometry, from OMol25.

Its gap between HOMO and LUMO is 0.334 hartree. The SMILES is O=C1CCCN1c1ccccc1. The calculation puts the relative energy (zero: lowest compared OMol25 entry of this formula, charge and spin) at 69.2 kcal/mol. The lowest unoccupied orbital energy comes out at 0.69 eV. As for the molar mass: 161.20 g/mol.

Last column: Mulliken charge in e.
Element x y z (Å)
C -0.048 -0.854 1.743  0.303
C 1.350 -1.389 2.384  -0.389
C 2.398 -1.135 1.299  -0.722
C 1.610 -0.746 0.107  -0.725
C -0.519 0.264 -0.380  0.632
C -1.790 0.719 -0.022  0.000
C -2.817 1.223 -0.945  -0.603
C -2.307 1.577 -2.189  -0.281
C -0.975 1.376 -2.479  -0.707
C -0.208 0.498 -1.739  -0.346
H 1.526 -0.739 3.420  0.292
H 1.351 -2.426 2.358  0.273
H 3.160 -1.891 0.820  0.280
H 3.109 -0.280 1.528  0.281
H 2.073 0.218 -0.231  0.273
H 1.465 -1.379 -0.693  0.567
H -2.302 0.783 1.026  0.149
H -3.653 1.482 -0.306  0.319
H -2.852 2.147 -2.927  0.347
H -0.533 1.659 -3.455  0.322
H 0.884 0.301 -2.058  0.273
N 0.234 -0.500 0.454  0.095
O -1.156 -0.907 2.286  -0.634

=====

[2]
The following is a quantum chemistry calculation of C10H11NO in the gas phase at a distorted geometry, from OMol25.

Its gap between HOMO and LUMO is 0.313 hartree. The SMILES is Cc1ccc2c(c1)C(=O)CCN2. The calculation puts the relative energy (zero: lowest compared OMol25 entry of this formula, charge and spin) at 6.7 kcal/mol. The lowest unoccupied orbital energy comes out at 0.46 eV. As for the molar mass: 161.20 g/mol.

Last column: Mulliken charge in e.
Element x y z (Å)
C 2.566 2.143 -1.480  -1.412
C 1.391 1.294 -1.081  0.671
C 0.307 1.094 -1.945  -0.534
C -0.790 0.318 -1.575  -0.589
C -0.867 -0.289 -0.308  0.130
C -2.213 -1.387 1.350  -0.653
C -0.907 -1.922 1.964  -0.634
C 0.193 -0.907 1.813  0.500
C 0.246 -0.162 0.531  0.425
C 1.363 0.594 0.132  -0.630
H 3.373 2.156 -0.760  0.361
H 3.004 1.793 -2.421  0.318
H 2.301 3.208 -1.623  0.308
H 0.346 1.492 -2.985  0.324
H -1.560 0.078 -2.335  0.298
H -2.827 -0.745 -0.577  0.275
H -3.005 -2.102 1.397  0.400
H -2.511 -0.484 1.892  0.334
H -1.020 -2.155 3.005  0.356
H -0.547 -2.826 1.448  0.273
H 2.148 0.603 0.862  0.438
N -2.003 -1.041 -0.037  -0.321
O 1.009 -0.754 2.733  -0.636

=====

[3]
The following is a quantum chemistry calculation of C10H11NO2 in the gas phase at a distorted geometry, from OMol25.

Its gap between HOMO and LUMO is 0.300 hartree. The SMILES is COC1=CCON1c1ccccc1. The calculation puts the relative energy (zero: lowest compared OMol25 entry of this formula, charge and spin) at 118.7 kcal/mol. The lowest unoccupied orbital energy comes out at 0.85 eV. As for the molar mass: 177.20 g/mol.

Last column: Mulliken charge in e.
Element x y z (Å)
C 2.983 -1.697 1.447  -0.521
C 2.064 -0.864 2.081  -0.477
C 2.888 -1.825 0.055  -0.421
C 1.031 -0.271 1.420  -0.291
C 1.844 -1.219 -0.612  -0.337
C 0.830 -0.515 0.061  0.567
C -1.856 1.174 -1.565  -0.862
C -1.306 0.719 -0.458  0.658
C -1.311 0.354 -2.679  -0.162
C -2.662 1.872 1.148  -0.868
N -0.325 -0.224 -0.675  0.188
O -0.259 -0.401 -2.094  -0.324
O -1.500 1.147 0.867  -0.304
H 3.782 -2.127 2.043  0.354
H 2.123 -0.796 3.211  0.249
H 3.660 -2.405 -0.510  0.308
H 0.497 0.362 2.132  0.279
H 1.869 -1.616 -1.617  0.300
H -2.753 1.697 -1.592  0.293
H -2.036 -0.349 -3.079  0.213
H -0.674 0.919 -3.488  0.187
H -2.428 2.615 1.868  0.274
H -3.260 1.257 1.707  0.347
H -3.197 2.190 0.328  0.348

=====

[4]
The following is a quantum chemistry calculation of a molecular structure, C10H11NO5V at a distorted geometry, from OMol25.

Its gap between HOMO and LUMO (spin up / spin down) is 0.177 / 0.184 hartree. As for the multiplicity: 4. The charge is +2. The calculation puts the relative energy (zero: lowest compared OMol25 entry of this formula, charge and spin) at 31.9 kcal/mol. The lowest unoccupied orbital energy (spin up / spin down) comes out at -11.42 / -11.20 eV. The expectation value of S² is 3.77. As for the molar mass: 276.14 g/mol.

Last column: Mulliken spin population.
Element x y z (Å)
O 0.037 -2.708 -2.440  0.135
C 0.073 -1.686 -3.014  -0.089
V 0.094 -0.060 -3.950  2.862
O -2.641 0.019 -5.320  0.141
C -1.573 0.014 -4.843  -0.091
C 1.721 0.049 -4.896  -0.100
O 2.757 0.077 -5.439  0.127
C 0.044 1.519 -2.773  -0.066
O 0.005 2.572 -2.272  0.071
O -0.152 0.142 -1.102  -0.006
C -0.154 -0.219 0.093  0.011
C 1.104 -0.540 0.867  0.002
C 1.441 0.561 1.866  -0.001
C 0.661 0.404 3.173  0.000
C -0.849 0.554 3.018  0.000
C -1.516 -0.538 2.179  0.000
N -1.328 -0.330 0.749  0.002
H 0.949 -1.503 1.376  0.000
H 1.904 -0.658 0.130  0.000
H 2.518 0.519 2.067  0.000
H 1.236 1.547 1.423  0.000
H 0.888 -0.573 3.616  0.000
H 1.022 1.158 3.880  0.000
H -1.308 0.535 4.012  0.000
H -1.073 1.539 2.593  0.000
H -1.116 -1.520 2.478  0.000
H -2.595 -0.536 2.375  0.000
H -2.149 -0.340 0.154  0.001

=====

[5]
The following is a quantum chemistry calculation of a molecular structure, C10H11NPtS at a distorted geometry, from OMol25.

Its gap between HOMO and LUMO (spin up / spin down) is 0.211 / 0.282 hartree. As for the multiplicity: 3. The calculation puts the relative energy (zero: lowest compared OMol25 entry of this formula, charge and spin) at 0.0 kcal/mol. The lowest unoccupied orbital energy (spin up / spin down) comes out at -0.17 / -0.37 eV. The expectation value of S² is 2.01. As for the molar mass: 372.35 g/mol.

Last column: Mulliken spin population.
Element x y z (Å)
Pt -0.465 -0.848 -0.978  0.998
C -0.396 -0.820 -3.731  0.026
H 0.567 -1.052 -3.260  0.004
H -1.002 -1.718 -3.884  0.004
H -0.232 -0.173 -4.631  0.007
H -0.835 -0.171 -3.077  -0.020
H -1.875 -0.076 -0.879  0.340
S 2.384 1.973 0.945  0.027
C 2.794 2.044 -0.737  0.009
C 1.968 1.233 -1.517  0.047
C 0.998 0.547 -0.725  0.362
C 1.090 0.832 0.615  -0.127
C 0.189 0.206 1.542  0.127
C 0.015 0.366 2.920  0.009
C -1.016 -0.305 3.565  0.020
C -1.911 -1.130 2.858  0.004
C -1.715 -1.305 1.493  0.039
N -0.654 -0.690 0.940  0.124
H 3.607 2.673 -1.069  -0.001
H 2.020 1.096 -2.593  -0.004
H 0.711 1.024 3.438  0.000
H -1.159 -0.198 4.650  0.002
H -2.745 -1.641 3.308  -0.002
H -2.335 -1.866 0.807  0.005

=====

[6]
The following is a quantum chemistry calculation of 2 unconnected molecules or ions with the total composition C10H11NS at a distorted geometry, from OMol25.

Its gap between HOMO and LUMO is 0.352 hartree. The SMILES is C[C@]12C[C@@]1(C#N)C2.c1ccsc1. The calculation puts the relative energy (zero: lowest compared OMol25 entry of this formula, charge and spin) at 66.8 kcal/mol. The lowest unoccupied orbital energy comes out at 0.70 eV. As for the molar mass: 177.27 g/mol.

Last column: Mulliken charge in e.
Element x y z (Å)
C -1.294 1.970 -0.431  -0.096
C 2.570 -0.710 0.903  -0.414
C 2.039 0.640 0.669  -0.520
C 3.716 -1.007 0.126  -0.457
C 2.816 1.250 -0.237  -0.343
C -0.913 -0.568 -1.125  -0.254
C -1.032 0.627 -0.214  0.515
C -2.022 -0.615 -0.136  0.418
C -1.135 -0.152 1.006  -0.465
C -3.464 -0.609 -0.251  -1.388
N -1.188 3.094 -0.675  -0.540
S 4.018 0.312 -1.018  -0.097
H 2.254 -1.527 1.588  0.305
H 1.262 1.028 1.207  0.681
H 4.253 -1.841 -0.007  0.535
H -1.005 -0.428 -2.271  0.262
H -0.058 -1.173 -0.869  0.151
H -1.691 0.221 1.838  0.311
H 2.819 2.385 -0.481  0.316
H -0.357 -0.884 1.301  0.101
H -3.754 0.020 -1.084  0.325
H -3.987 -0.291 0.610  0.371
H -3.847 -1.743 -0.447  0.282

=====

no.,electronic energy (eV)
1,-14083.58656
2,-14086.29743
3,-16129.14426
4,-47942.69107
5,-26115.80644
6,-22869.62190